(1)
175
Properties=species:S:1:pos:R:3:forces:R:3:lowdin_charge:R:1 method="wB97M-V/def2-TZVPD" gap_ev=3.20 spin_multiplicity=1 charge=0 lumo_energy_ev=-2.106
C -1.490 1.721 -12.175 -0.70 0.33 0.85 -0.101
C -0.172 1.695 -11.433 0.33 -0.46 0.02 -0.266
C 0.334 0.282 -11.101 0.76 0.32 -0.18 -0.185
C 1.661 0.421 -10.314 -0.43 -0.22 -0.89 -0.118
N 2.225 -0.898 -9.809 1.21 -1.08 -0.62 -0.234
C 3.547 -0.752 -8.970 -1.31 -0.74 -1.09 -0.067
C 3.649 -2.089 -8.273 -0.35 -0.73 0.72 -0.149
C 2.196 -2.654 -8.018 -0.30 0.69 -1.60 -0.095
C 1.302 -1.703 -8.916 0.54 0.77 1.29 -0.085
C 2.578 -1.733 -11.087 -0.36 0.11 0.03 0.031
H -1.583 0.952 -12.943 0.11 0.31 -0.19 0.082
H -1.679 2.738 -12.519 0.14 -0.18 -0.61 0.077
H -2.310 1.586 -11.470 -0.07 -0.43 0.06 0.080
H -0.250 2.227 -10.485 -0.11 0.28 -0.05 0.114
H 0.564 2.218 -12.044 0.30 -0.03 0.11 0.113
H 0.569 -0.247 -12.025 -0.31 -0.02 -0.10 0.106
H -0.439 -0.284 -10.580 0.06 0.04 0.20 0.121
H 1.550 1.226 -9.587 0.19 -0.68 0.81 0.140
H 2.426 0.780 -11.002 0.01 0.06 -0.04 0.132
H 4.314 -0.633 -9.736 0.16 0.48 0.45 0.131
H 3.473 0.059 -8.246 -0.19 0.23 -0.46 0.145
H 4.197 -2.805 -8.886 0.04 0.06 0.12 0.108
H 4.209 -1.922 -7.353 -0.03 -0.32 0.02 0.121
H 2.069 -3.693 -8.323 0.37 0.06 -0.19 0.109
H 1.811 -2.630 -6.999 0.36 0.37 0.00 0.109
H 0.445 -2.081 -9.472 0.37 -0.30 0.03 0.135
H 0.952 -0.947 -8.213 -0.43 0.10 -0.15 0.132
H 3.288 -1.211 -11.728 -0.43 0.65 0.13 0.108
H 1.646 -1.960 -11.606 0.12 0.36 0.02 0.099
H 3.068 -2.703 -11.000 -0.15 0.01 1.34 0.107
C -10.047 0.163 1.444 -0.04 0.57 -0.70 -0.061
C -10.594 -0.301 2.760 0.48 -1.12 0.00 -0.177
N -9.534 -0.154 3.748 3.92 0.73 3.86 -0.045
C -9.302 0.968 4.598 0.27 -0.91 -0.18 0.014
C -8.162 0.777 5.348 -0.14 -1.02 -0.53 0.014
N -7.596 -0.464 5.000 -4.31 -0.02 -3.58 -0.085
C -8.454 -0.984 4.019 -0.20 1.24 0.94 0.042
C -6.546 -1.224 5.625 0.71 0.02 1.62 -0.003
H -9.504 -0.665 0.989 -0.18 0.28 -0.46 0.088
H -9.360 1.002 1.558 0.13 -0.07 0.25 0.088
H -10.840 0.594 0.832 0.02 -0.61 -0.36 0.092
H -10.736 -1.381 2.781 -0.55 0.02 -0.40 0.129
H -11.542 0.167 3.025 0.44 0.21 0.56 0.138
H -10.004 1.788 4.615 0.16 -0.05 0.00 0.137
H -7.704 1.356 6.136 -0.19 0.18 -0.17 0.142
H -8.262 -1.950 3.578 -0.20 0.09 -0.11 0.160
H -6.057 -2.030 5.079 -0.30 0.54 -0.84 0.110
H -6.951 -1.741 6.496 -0.11 0.23 0.18 0.108
H -5.810 -0.501 5.976 0.16 -0.25 -0.05 0.111
C -0.493 0.442 1.234 -1.26 -0.34 -0.18 -0.056
C -0.213 -0.510 0.061 0.77 0.19 1.40 -0.159
N -1.210 -0.531 -0.996 -1.88 -1.37 -0.19 -0.060
C -1.394 0.425 -1.915 -1.72 0.48 -1.69 0.006
C -2.458 0.014 -2.738 1.54 1.15 -0.17 0.012
N -2.887 -1.205 -2.321 1.57 0.04 2.66 -0.086
C -2.156 -1.495 -1.205 1.17 0.35 -0.13 0.026
C -3.876 -2.082 -2.903 -0.81 -1.07 -0.34 0.013
H -0.754 1.451 0.916 0.64 0.14 -0.14 0.079
H 0.339 0.409 1.938 -0.02 0.23 -0.22 0.092
H -1.393 0.139 1.767 0.03 -0.32 0.18 0.074
H -0.116 -1.527 0.442 0.03 0.01 -0.12 0.132
H 0.763 -0.196 -0.309 -0.19 -0.31 -0.69 0.137
H -0.839 1.351 -1.870 0.00 -0.12 -0.37 0.150
H -2.825 0.456 -3.652 -0.10 0.11 0.21 0.145
H -2.158 -2.365 -0.565 -0.43 -0.18 -0.37 0.167
H -3.579 -2.396 -3.903 0.00 0.31 0.00 0.114
H -4.893 -1.691 -2.914 0.31 0.60 -0.13 0.110
H -3.971 -3.000 -2.322 0.43 0.12 0.20 0.102
C 3.781 -2.896 9.519 -1.45 0.09 -0.17 -0.034
C 2.235 -3.108 9.463 0.58 0.48 -0.36 -0.153
N 1.756 -4.284 10.168 1.15 -4.90 -0.16 -0.068
C 0.616 -4.420 10.886 0.63 -2.53 0.79 0.024
C 0.534 -5.811 11.247 -1.04 2.16 0.13 -0.010
N 1.564 -6.530 10.697 0.41 3.25 -1.61 -0.071
C 2.305 -5.571 10.028 -0.64 0.76 0.38 0.039
C 1.704 -8.027 10.673 0.85 0.88 0.56 0.044
H 3.935 -2.161 8.730 0.51 -0.02 0.16 0.089
H 4.299 -3.821 9.264 0.05 0.16 -0.08 0.066
H 4.143 -2.517 10.475 -0.16 -0.05 -0.07 0.085
H 1.921 -3.202 8.424 0.13 -0.21 -0.07 0.136
H 1.627 -2.283 9.835 0.43 0.19 0.26 0.130
H 0.104 -3.488 11.073 -0.63 -0.55 0.47 0.139
H -0.184 -6.298 11.891 -0.06 0.14 -0.19 0.127
H 3.204 -5.749 9.457 -0.18 -0.16 0.05 0.152
H 2.355 -8.286 11.507 -0.29 -0.11 0.16 0.099
H 2.250 -8.356 9.788 -0.46 0.29 -0.20 0.104
H 0.723 -8.491 10.776 0.18 0.21 -0.17 0.103
C -3.529 -11.997 -2.791 -0.03 1.08 0.19 -0.051
C -4.389 -12.590 -1.611 0.73 0.85 -2.27 -0.138
N -3.656 -13.669 -1.010 1.27 -3.78 1.50 -0.063
C -2.588 -13.500 -0.139 -1.11 0.42 0.67 0.006
C -2.185 -14.721 0.310 0.52 0.45 -0.10 -0.016
N -2.923 -15.698 -0.308 -1.07 2.28 -0.88 -0.081
C -3.822 -15.019 -1.110 0.57 0.27 0.04 0.036
C -2.827 -17.137 0.004 0.26 0.40 -1.47 0.030
H -4.097 -11.262 -3.361 -0.31 0.09 0.31 0.081
H -3.096 -12.603 -3.587 -0.52 -1.04 0.44 0.081
H -2.655 -11.454 -2.434 -0.10 0.06 0.45 0.075
H -5.350 -12.905 -2.017 0.10 -0.35 0.33 0.129
H -4.557 -11.850 -0.830 0.00 0.06 -0.20 0.135
H -2.468 -12.515 0.286 0.71 -0.06 -0.18 0.150
H -1.377 -14.942 0.991 -0.22 -0.06 0.04 0.145
H -4.475 -15.444 -1.858 -0.09 -0.29 0.35 0.164
H -3.442 -17.610 -0.762 -0.55 -0.37 0.77 0.102
H -3.035 -17.299 1.061 -0.34 -0.20 -0.37 0.111
H -1.836 -17.499 -0.269 0.21 0.30 0.38 0.104
C -5.251 6.651 -1.164 -0.04 -0.53 0.68 -0.076
C -5.799 7.915 -1.793 0.05 0.55 1.17 -0.160
N -4.891 8.593 -2.729 1.76 -0.81 -2.14 -0.045
C -4.616 9.957 -2.758 0.48 -0.02 0.16 0.002
C -3.620 10.219 -3.670 -0.81 -1.86 -0.66 0.037
N -3.381 9.000 -4.319 -1.95 -2.02 3.54 -0.097
C -4.084 7.984 -3.651 0.05 3.62 -0.50 0.063
C -2.474 8.630 -5.348 1.07 0.31 -1.24 -0.008
H -5.907 6.313 -0.362 -0.52 0.34 -0.07 0.080
H -4.335 6.817 -0.598 0.38 0.04 -0.58 0.091
H -5.218 5.765 -1.798 0.38 0.30 -0.38 0.082
H -5.859 8.672 -1.011 -0.38 -0.18 0.22 0.122
H -6.811 7.755 -2.165 0.27 0.15 -0.59 0.136
H -5.117 10.606 -2.055 0.16 0.02 -0.14 0.136
H -3.031 11.073 -3.970 -0.43 0.16 0.25 0.142
H -3.948 6.939 -3.884 -0.37 0.09 0.13 0.165
H -1.508 9.123 -5.241 0.04 -0.21 0.35 0.115
H -2.842 8.953 -6.322 -0.23 -0.22 0.00 0.108
H -2.364 7.546 -5.317 0.20 0.22 -0.22 0.106
C 11.523 9.566 2.020 -0.41 -1.18 -0.74 -0.048
C 10.819 8.842 0.815 0.80 0.96 0.51 -0.141
N 10.277 7.500 1.097 -3.36 0.39 0.73 -0.061
C 10.982 6.381 1.303 0.38 -2.58 -0.06 -0.036
C 10.139 5.271 1.439 -1.24 2.91 0.38 0.074
N 8.804 5.840 1.411 3.88 1.65 0.33 -0.085
C 8.946 7.178 1.207 1.15 -1.11 -0.33 0.029
C 7.535 5.251 1.727 -1.40 -0.28 -1.08 0.003
H 11.766 10.602 1.786 0.07 -0.20 -0.40 0.081
H 12.435 8.998 2.204 0.01 0.31 0.60 0.070
H 10.851 9.619 2.876 0.17 -0.32 0.11 0.080
H 11.536 8.636 0.020 -0.05 0.51 -0.09 0.127
H 10.060 9.550 0.481 -0.35 -0.72 -0.35 0.128
H 12.060 6.441 1.323 -0.08 -0.30 -0.08 0.140
H 10.314 4.230 1.666 -0.01 0.18 -0.12 0.132
H 8.125 7.860 1.047 0.07 0.01 0.14 0.174
H 6.990 5.341 0.788 -0.50 -0.35 0.14 0.113
H 6.989 5.839 2.465 0.32 -0.16 0.16 0.111
H 7.573 4.194 1.991 0.39 0.27 0.09 0.111
Cl -7.781 3.279 -6.331 0.17 0.05 0.25 -0.998
Cl -4.070 -6.072 -10.535 0.15 0.04 0.11 -1.000
Cl -1.204 -6.805 3.609 -0.13 0.05 0.00 -1.000
Cl 3.590 5.106 -5.055 -0.10 -0.20 -0.05 -0.999
N 2.351 10.999 1.961 -3.34 -4.07 1.09 -0.263
S 0.957 10.046 1.692 -1.28 -3.22 3.07 0.556
O 0.994 8.985 0.692 0.32 2.16 0.27 -0.306
O -0.300 10.681 2.005 1.02 0.15 -0.98 -0.302
F 1.093 9.121 2.997 0.75 0.37 0.24 -0.225
S 2.253 11.714 0.634 3.37 4.97 -4.53 0.388
O 1.122 12.595 0.466 0.10 -1.10 -0.51 -0.304
O 2.874 11.093 -0.534 -1.43 0.33 1.33 -0.314
F 3.388 12.774 1.034 0.45 0.36 -0.04 -0.230
N -2.738 3.464 10.503 1.12 1.28 -7.96 -0.282
S -1.760 4.536 9.613 0.28 1.13 -2.91 0.577
O -0.511 4.014 9.084 -1.41 0.15 1.25 -0.305
O -1.797 5.937 10.041 0.09 -2.52 -0.39 -0.296
F -2.649 4.535 8.288 -0.39 -0.11 0.14 -0.219
S -2.273 3.925 11.810 -0.59 -0.64 8.58 0.364
O -3.091 4.988 12.361 1.50 -0.92 0.19 -0.295
O -0.877 3.736 12.103 0.02 1.47 -0.10 -0.298
F -2.813 2.564 12.501 -0.68 -0.03 1.14 -0.247
N 9.719 -2.631 1.347 2.81 -1.90 3.20 -0.280
S 8.461 -3.312 1.990 -4.73 -1.77 -2.87 0.491
O 7.674 -2.474 2.850 0.58 -0.65 0.35 -0.307
O 8.430 -4.791 2.144 0.50 3.30 0.25 -0.324
F 7.662 -3.111 0.548 -0.33 -0.38 0.82 -0.272
S 10.841 -3.393 2.353 4.50 -0.58 -0.28 0.565
O 11.527 -4.547 1.734 -1.97 2.20 1.09 -0.322
O 10.678 -3.397 3.805 -1.10 -0.29 -1.89 -0.318
F 11.980 -2.260 2.271 -0.31 0.13 -0.64 -0.232

(2)
14
Properties=species:S:1:pos:R:3:forces:R:3:nbo_charge:R:1 method="wB97M-V/def2-TZVPD" gap_ev=9.79 spin_multiplicity=1 de_lowest_kj_mol=164.2 charge=0 lumo_energy_ev=0.925 smiles="C=CO.CC=O"
C -1.681 0.717 0.705 -0.03 0.05 -0.06 -0.574
C -1.244 -0.331 1.401 -0.02 0.08 0.26 0.165
O -0.872 -1.546 0.944 -0.04 0.09 -0.17 -0.698
H -1.924 1.634 1.229 0.01 -0.16 -0.04 0.210
H -1.838 0.692 -0.370 0.07 -0.06 0.15 0.202
H -1.143 -0.285 2.482 -0.04 0.04 -0.10 0.173
H -0.775 -1.513 -0.027 0.04 -0.04 0.08 0.503
C 1.750 0.183 -0.398 -0.07 -0.12 0.08 -0.733
C 0.827 -0.046 -1.553 -0.24 -0.23 -0.15 0.471
O -0.011 -0.921 -1.634 0.40 0.39 0.09 -0.563
H 2.784 0.026 -0.732 -0.15 0.02 0.00 0.241
H 1.516 -0.490 0.427 0.05 0.07 -0.08 0.245
H 1.671 1.226 -0.073 -0.01 -0.13 -0.05 0.244
H 0.939 0.655 -2.400 0.04 -0.01 -0.02 0.114

(3)
48
Properties=species:S:1:pos:R:3:forces:R:3:nbo_charge:R:1 method="wB97M-V/def2-TZVPD" gap_ev=8.45 spin_multiplicity=1 de_lowest_kj_mol=1708.4 charge=0 lumo_energy_ev=-0.086
C -2.904 2.596 0.553 -4.68 -0.52 -1.64 -0.236
H -3.892 3.117 0.204 1.70 -0.42 1.32 0.196
O -2.328 2.398 -0.637 6.07 -1.88 -3.76 -0.509
C -1.080 1.551 -0.688 -1.29 0.15 -0.38 0.191
C -0.451 0.919 0.339 -3.43 3.38 6.86 -0.155
C 0.770 0.296 0.486 -0.47 0.80 -3.17 -0.213
C 1.442 0.087 -0.724 -5.80 2.19 -0.18 -0.146
C 0.666 0.310 -1.860 0.06 2.18 3.77 -0.269
C -0.447 1.120 -1.835 -1.51 2.52 -4.62 0.365
O -0.869 1.620 -3.161 0.56 -1.63 3.71 -0.533
C -2.212 2.126 -3.118 1.82 3.02 -4.54 -0.085
C -3.274 1.105 -2.745 1.50 14.43 -2.26 -0.121
C -4.470 1.696 -2.749 -7.80 4.15 6.18 -0.181
C -5.609 1.021 -2.053 9.59 -5.43 -4.99 -0.125
C -5.377 -0.504 -2.009 5.24 8.75 -1.34 -0.233
C -4.019 -0.839 -2.238 -4.38 -5.85 -0.64 -0.166
C -3.020 -0.061 -2.863 1.08 -13.64 2.25 -0.235
H -2.054 -0.502 -2.966 0.49 -0.06 -0.41 0.232
H -4.125 -2.024 -2.136 1.87 2.25 -0.38 0.213
H -6.135 -0.910 -1.543 -3.17 -3.45 2.12 0.198
H -6.501 1.318 -1.895 -5.96 2.83 1.13 0.173
H -4.585 2.954 -2.496 0.76 -3.60 -1.48 0.204
H -2.248 2.301 -4.297 -0.79 -0.26 2.19 0.204
H -2.188 3.265 -2.748 -0.58 -2.96 -0.16 0.224
H 0.969 -0.042 -2.729 1.37 -1.36 -4.14 0.219
H 2.045 -0.663 -0.782 4.72 -4.01 -0.41 0.195
C 1.251 -0.219 1.676 -2.03 -1.00 10.79 0.628
O 0.303 -0.374 2.915 4.92 0.61 -6.85 -0.751
N 2.603 -0.395 1.933 -4.65 0.17 -1.47 -0.561
H 3.067 -0.358 1.031 1.14 -0.32 0.74 0.407
C 3.024 -1.158 3.112 4.84 -0.29 -4.52 -0.224
H 3.940 -0.620 3.362 -0.13 0.15 1.02 0.193
H 2.303 -1.166 3.835 -1.95 -0.33 1.59 0.258
C 3.714 -2.525 2.544 -4.69 0.57 3.14 0.098
C 4.459 -3.184 3.751 -4.40 -1.70 -0.58 -0.504
H 4.141 -4.218 3.894 0.37 -0.46 -0.69 0.221
C 5.773 -2.948 3.446 7.29 5.37 3.15 -0.323
H 6.127 -1.552 3.952 -1.10 -3.74 -1.04 0.098
C 5.840 -2.778 2.013 2.94 5.12 -2.41 -0.102
H 6.080 -3.750 1.756 0.09 -1.94 -2.42 0.181
O 4.574 -2.181 1.494 1.57 -2.33 1.85 -0.523
H 6.714 -1.926 1.714 -2.24 -2.93 0.43 0.202
H 6.674 -3.504 3.918 -1.79 0.62 -0.96 0.254
H 4.178 -2.819 4.673 -0.80 1.41 1.90 0.237
H 2.819 -3.212 2.382 1.24 0.70 -1.12 0.187
H -1.016 1.299 1.362 1.77 -1.70 -2.06 0.249
H -2.323 3.115 1.204 1.33 1.49 2.34 0.179
H -3.202 1.609 0.768 -0.69 -1.05 2.13 0.186